This record from the Open Molecules 2025 dataset describes C24H49Br15Cl14O8P2 as an isolated structure. The level of theory is ωB97M-V with the def2-TZVPD basis set.

Computed properties:
charge = 0
energy = -1286595.97933 eV
multiplicity = 1
relative energy (zero: lowest compared OMol25 entry of this formula, charge and spin) = 0.0 kJ/mol
LUMO energy = -0.6 eV
E_HOMO = -10.124 eV
molar mass = 2222.5 g mol⁻¹

XYZ file:
```
112
Properties=species:S:1:pos:R:3:forces:R:3:mulliken_charge:R:1
Br -16.3460 -18.4289 -1.9019 -0.2203 -0.1825 -0.1517 -0.0451
Br -14.6237 -16.3373 -9.6613 -0.0070 0.2098 0.3081 -0.0122
Br -16.8542 -14.0393 -9.3745 0.7973 -0.6525 0.5862 -0.0782
Br -18.8483 -18.2568 -9.9736 -0.7500 -1.2370 -0.6272 0.0250
Br -16.7512 -16.4744 -7.2330 0.8922 0.6245 -0.7469 0.0346
Br -23.8358 -22.7275 -4.9214 -0.2416 0.8812 -0.2329 0.0019
Br -23.8982 -20.3545 -7.2306 0.0592 -0.4865 0.9537 -0.0324
Br -24.7249 -19.6597 -4.1820 0.6579 -0.6831 -0.5057 -0.0362
Br -25.4242 -24.7509 -10.3105 0.4991 -0.0047 0.0175 -0.0320
Br -14.8912 -21.2235 -1.9417 -0.4761 -0.0404 -0.0943 -0.0541
Br -23.0552 -22.6284 -10.4822 -0.0174 -0.0739 0.2620 -0.0299
Br -21.6665 -19.2839 -11.2697 0.5190 0.1843 -0.0924 -0.0955
Br -18.8586 -20.1747 -12.6604 -0.4627 0.3339 0.8080 -0.0391
Br -17.2168 -20.6274 0.1893 0.1165 -0.1086 0.1100 -0.0351
Br -23.1232 -24.8469 -8.0877 -0.0141 0.2128 -0.9360 0.0988
Cl -21.3302 -18.9589 -2.5300 0.1463 0.2627 0.6696 -0.0595
Cl -21.3259 -25.3944 -13.0381 -0.1965 -0.0483 -0.0927 -0.1733
Cl -19.4473 -22.5616 -8.3900 0.1016 0.0970 -0.1256 0.1189
Cl -16.0284 -20.0903 -10.2460 0.7078 -0.3028 -0.2514 0.0902
Cl -19.9693 -26.1395 -3.9595 0.0178 -0.0630 0.3359 -0.1096
Cl -22.7020 -26.2936 -5.0169 0.0620 0.0502 0.2125 -0.1958
Cl -13.9889 -21.9068 -9.1607 0.1138 0.5269 -0.2313 -0.0122
Cl -21.3403 -17.6219 -6.1064 0.3320 -0.4547 0.5040 -0.1327
Cl -18.3199 -23.1819 -2.6723 0.1213 -0.3691 -0.2781 -0.1386
Cl -19.3486 -25.1733 -10.9380 0.0260 0.4480 -0.1219 -0.0273
Cl -20.3093 -22.2363 -5.6269 -0.0690 0.1463 -0.0236 0.0367
Cl -16.7446 -23.2289 -5.1968 -0.0714 0.2241 0.3619 0.0180
Cl -18.5555 -18.5101 -5.4316 -0.1051 -0.0158 0.0013 0.1358
Cl -20.1785 -17.2249 -0.3492 -0.3845 0.1996 -0.0575 -0.1548
P -11.6857 -20.7765 -5.6907 1.8272 -1.2044 0.3736 0.8236
P -17.2640 -27.6934 -6.4095 -0.2826 1.5507 1.7983 0.4188
O -12.7165 -19.6377 -5.4396 -0.1092 1.0223 -0.4550 -0.2201
O -17.2902 -26.9818 -7.8317 0.1342 1.0315 0.6425 -0.1218
O -10.5928 -20.5259 -4.5268 0.4993 0.8823 -1.2993 -0.3671
O -18.5307 -28.6490 -6.4530 -0.4394 0.7804 -0.1213 -0.4240
O -12.4719 -22.0088 -5.0486 -0.3571 0.6218 -0.2272 -0.0241
O -17.1796 -26.7795 -5.2081 -0.3746 -0.8948 -1.6561 -0.3670
O -11.0933 -20.9572 -7.0470 -0.9544 0.2664 1.2936 -0.8436
O -16.0113 -28.6220 -6.4765 0.6054 -1.5135 0.5493 -0.2633
C -20.2742 -28.4485 -8.1604 -0.9306 1.0278 -0.7195 -1.0469
C -16.5736 -20.3304 -1.6085 -0.0850 0.1828 0.2224 -0.0096
C -23.6135 -20.8182 -5.3142 -0.6770 -0.0156 -0.5926 0.1979
C -14.4256 -30.3122 -5.8406 0.0445 -0.1598 -1.3541 -1.3183
C -20.1648 -24.3018 -12.2502 -0.0869 -0.3756 -0.6466 -0.0445
C -23.5363 -24.4356 -9.9647 -0.2567 0.2151 0.4200 -0.2440
C -15.3045 -25.6259 -8.0626 2.4077 0.2765 1.2956 -0.5770
C -9.7523 -18.1790 -4.5903 -0.5635 1.9144 -1.0163 -1.1015
C -21.4843 -25.2854 -4.1634 0.0377 0.4890 -1.4668 0.2548
C -19.7786 -19.7160 -10.9793 -0.2158 0.6559 -0.4752 0.3030
C -19.7307 -17.2105 -5.4006 -0.8177 1.1870 -1.0040 -0.5750
C -15.5170 -29.4539 -5.3268 -1.6656 0.1040 -1.3008 -0.0934
C -14.3176 -20.6352 -10.3696 0.1336 0.5305 -0.0564 -0.6522
C -12.0460 -23.3561 -5.1002 0.8943 -0.5304 -0.1978 -0.6406
C -17.0331 -24.0085 -3.5967 0.5510 1.5958 -0.2264 0.0271
C -13.7550 -19.3374 -6.3956 -0.8297 -0.2427 0.1204 -0.1846
C -15.6289 -15.2917 -8.4134 -2.0084 -0.4480 -0.3246 -0.4854
C -9.4452 -19.6060 -4.8351 -1.2111 -1.0914 0.7367 -0.2748
C -15.0452 -19.9124 -5.8459 -1.3858 -0.3454 -0.5242 0.2978
C -19.5855 -21.4295 -7.0448 0.2703 -0.3747 0.7148 0.1213
C -16.7528 -25.5789 -7.9179 -1.1631 -1.2886 -1.0387 0.6703
C -19.8791 -28.0308 -6.7409 0.8119 -1.1799 -0.2405 0.1352
C -12.7261 -24.1035 -6.1823 -0.8055 -0.0293 -1.8941 -0.3954
C -20.4856 -18.8547 -0.9360 0.0707 -0.0093 -0.6234 0.3576
H -14.8237 -30.9866 -6.6088 0.1157 -0.0950 0.3359 0.3028
H -8.6777 -19.9213 -4.1526 0.2754 -0.3323 0.3180 0.3050
H -8.8215 -17.6422 -4.6647 0.6770 0.2135 -0.0278 0.4193
H -19.8491 -16.8384 -4.3903 -0.1483 -0.2808 0.1003 0.3314
H -20.7583 -23.4765 -11.8819 0.2414 0.1249 0.3062 -0.1301
H -20.2553 -20.6240 -7.3035 0.1023 0.2543 -0.1819 0.3353
H -14.8924 -24.6218 -8.1931 -0.2177 0.1205 -0.0364 -0.0617
H -14.8451 -26.2273 -8.8345 -0.4978 -0.3518 -0.4047 0.3316
H -11.0121 -23.4180 -5.4056 0.7540 0.2493 0.6675 0.3767
H -12.2014 -23.8196 -4.1273 0.0557 0.2551 0.1260 0.3413
H -9.0800 -19.7540 -5.8420 -0.2155 -0.2518 -0.3129 0.3106
H -16.3404 -30.1274 -4.9601 0.5412 0.9602 -0.3019 0.2658
H -19.4742 -23.9925 -13.0439 0.0162 -0.0973 0.6186 0.3479
H -21.3082 -28.8664 -8.2194 0.7133 0.3971 0.2377 0.3208
H -22.9402 -25.0517 -10.6227 -0.1074 -0.3402 0.1711 0.1562
H -13.8444 -18.2559 -6.5137 0.3473 -0.0343 0.1332 0.2371
H -17.2611 -25.0046 -3.8754 -0.4183 -1.0335 0.2888 0.0171
H -17.2183 -25.1635 -8.8083 -0.3045 -0.0490 0.0626 0.1066
H -17.3902 -20.7190 -2.2244 0.6762 0.1462 -0.2098 0.0482
H -15.1855 -28.7913 -4.5633 0.0331 0.6342 0.6405 0.2757
H -12.3575 -23.6853 -7.1648 -0.4700 -0.4579 0.8425 0.1483
H -19.5057 -19.2424 -1.1142 0.3395 -0.5227 0.0023 -0.4670
H -21.2778 -24.4453 -4.8569 -0.2547 -0.5147 0.7110 -0.5169
H -19.4734 -16.3762 -6.0763 0.6243 -0.5889 0.5436 0.2473
H -15.8770 -19.8704 -6.6022 0.8393 0.0354 0.3583 0.0735
H -20.2358 -27.5802 -8.8769 0.0207 -0.8120 0.7129 0.0985
H -19.8938 -20.6372 -10.4323 0.7409 0.0273 0.5017 -0.2588
H -15.4610 -19.4081 -4.9582 0.5771 0.0132 -0.1766 -0.0778
H -18.5953 -21.1135 -6.6944 -0.3545 0.0114 -0.5253 -0.4379
H -17.0203 -25.0134 -7.0443 -0.3950 -0.0120 0.3184 -0.3096
H -13.7162 -19.7058 -10.2389 -0.2564 -1.0144 0.3671 0.2443
H -14.0580 -30.8482 -5.0025 0.4803 -0.8651 0.6696 0.4241
H -21.0305 -19.4303 -0.1982 -0.1219 0.0946 -0.0712 0.3384
H -14.8761 -25.9694 -7.0989 -0.0676 0.0366 -0.4469 0.1686
H -10.1771 -17.8363 -3.6630 -0.1959 -0.7030 0.7288 0.3072
H -14.9097 -20.9716 -5.5989 0.0225 0.2012 -0.0132 -0.1391
H -21.9316 -24.9610 -3.2418 0.1046 0.0091 0.3741 0.4728
H -19.6092 -29.2093 -8.5464 0.2236 -0.1513 0.0848 0.3612
H -16.1207 -23.8460 -3.0229 -0.1791 -0.3610 -0.1421 0.2193
H -10.3753 -17.6685 -5.3512 0.0927 -0.7171 0.0570 0.2684
H -20.5438 -28.4720 -5.9982 0.1726 0.1109 -0.0022 0.3259
H -13.5867 -29.8028 -6.3133 -0.1036 0.4064 0.1912 0.3083
H -15.0233 -14.7141 -7.7499 0.4346 0.2124 0.0978 0.5170
H -12.4979 -25.1894 -6.1860 -0.1598 0.6304 0.2136 0.4667
H -13.5265 -19.7806 -7.3719 0.1228 0.0669 0.2314 0.0698
H -14.0634 -21.0645 -11.3471 -0.5736 0.1689 0.2951 0.3689
H -22.5645 -20.6318 -5.1830 0.1951 0.2947 0.4096 -0.1795
H -13.8115 -23.9318 -6.1402 0.2142 -0.3108 -0.0068 -0.1329
H -19.8319 -26.9557 -6.5772 0.0654 -0.0868 -0.1248 0.0532
```
Forces are in eV/Å.